{
  "formula": "C3H6O2S2",
  "method": "ωB97M-V/def2-TZVPD",
  "species": ["C", "C", "O", "O", "C", "S", "S", "H", "H", "H", "H", "H", "H"],
  "xyz": [[1.03679, 0.22439, 1.36110], [1.55005, -1.02759, 0.70100], [2.15485, -1.84705, 1.56277], [1.40726, -1.24094, -0.46961], [-0.29601, 0.79031, 0.85833], [-0.43153, 0.55559, -0.90544], [-2.42642, 0.78148, -1.29139], [1.03242, 0.08623, 2.44279], [1.76453, 1.03504, 1.24081], [3.10196, -2.01069, 1.47093], [-0.39920, 1.85179, 1.05700], [-1.17746, 0.30269, 1.26251], [-2.54155, 2.11181, -1.10676]],
  "forces_ev_per_a": [[-0.1, 1.0, 0.8], [0.3, 0.2, 0.2], [0.0, 0.2, 0.7], [-0.1, -0.1, -0.4], [0.1, -0.6, 0.0], [-0.4, 0.0, -0.7], [0.2, -0.2, -0.4], [-0.4, -0.1, 0.0], [0.4, -0.4, -0.3], [-0.1, -0.3, -0.6], [0.1, 0.3, 0.1], [-0.1, -0.2, 0.2], [0.1, 0.0, 0.4]],
  "s2": 0.754,
  "homo_ha": [-0.5507, -0.5374],
  "lumo_energy_ha": [-0.160, -0.308],
  "multiplicity": 2,
  "total_charge": 1
}

=====

{
  "formula": "C26H32AsCrF5NO3SiTe",
  "method": "ωB97M-V/def2-TZVPD",
  "species": ["Cr", "C", "Si", "C", "C", "N", "C", "C", "C", "C", "C", "C", "O", "C", "C", "C", "C", "C", "C", "H", "H", "H", "H", "H", "H", "H", "H", "H", "H", "H", "H", "H", "H", "H", "H", "H", "H", "C", "As", "C", "C", "O", "H", "H", "H", "H", "H", "H", "H", "H", "H", "F", "Te", "F", "F", "F", "F", "O", "C", "C", "C", "C", "C", "C", "C", "C", "H", "H", "H", "H", "H"],
  "xyz": [[-0.11659, -0.38571, -0.15987], [2.61861, -2.50901, 0.83633], [2.83801, -1.58691, -0.81267], [4.72961, -1.30101, -0.93827], [2.24841, -2.49211, -2.39787], [1.80731, -0.15241, -0.81397], [2.12721, 1.09809, -1.14317], [3.36961, 1.52399, -1.66787], [3.60231, 2.83899, -1.98607], [2.61881, 3.80399, -1.79517], [1.38541, 3.43629, -1.28147], [1.13531, 2.11269, -0.97077], [-0.04049, 1.68059, -0.42067], [-1.10399, 2.57519, -0.47647], [-1.51739, 3.21229, 0.68333], [-2.54489, 4.13589, 0.60363], [-3.16239, 4.39409, -0.60897], [-2.75599, 3.73119, -1.75507], [-1.71509, 2.82449, -1.69737], [3.37831, -3.27601, 0.95063], [1.64761, -2.98811, 0.90653], [2.69801, -1.82531, 1.67813], [5.21851, -2.23811, -0.69197], [5.08491, -0.55621, -0.23307], [5.07391, -1.02301, -1.92927], [2.68201, -3.48361, -2.46377], [2.49651, -1.93861, -3.30017], [1.17011, -2.59401, -2.34467], [4.13031, 0.78729, -1.82977], [4.56231, 3.12399, -2.38747], [2.80831, 4.83609, -2.04237], [0.62151, 4.18229, -1.12177], [-1.02529, 2.98689, 1.61823], [-2.85949, 4.65549, 1.49423], [-3.94919, 5.12929, -0.66727], [-3.24459, 3.91969, -2.69867], [-1.36069, 2.30649, -2.57657], [-1.68589, -2.97441, -2.94977], [-2.38869, -1.29511, -2.26237], [-3.14499, -0.52711, -3.93237], [-4.05239, -1.30341, -1.21957], [-1.21849, -0.15891, -1.97917], [-2.50309, -3.68781, -3.04667], [-0.94419, -3.38861, -2.26857], [-1.23609, -2.76061, -3.92477], [-3.96819, -1.11051, -4.34537], [-2.34599, -0.45181, -4.67467], [-3.49579, 0.48649, -3.72107], [-4.78049, -1.82791, -1.84187], [-4.36429, -0.26531, -1.06907], [-3.97509, -1.80691, -0.25597], [-1.89979, -0.25711, 0.61863], [-1.75099, -2.80871, 0.47743], [-0.56729, -2.46661, 2.03223], [-0.63119, -4.38651, 0.38083], [-2.59659, -3.96791, 1.94913], [-2.82879, -4.14601, -0.78617], [-0.17999, -2.06481, -0.46377], [0.70781, 0.00519, 1.56373], [0.79551, 0.12279, 2.77103], [0.65601, 0.09169, 4.17473], [-0.64859, 0.00319, 4.67373], [-0.86429, -0.05651, 6.03353], [0.21281, -0.01911, 6.90703], [1.50841, 0.04959, 6.41553], [1.73991, 0.10059, 5.05443], [-1.46529, -0.05471, 3.97193], [-1.87049, -0.15371, 6.41343], [0.04221, -0.05791, 7.97203], [2.33981, 0.04049, 7.10493], [2.74751, 0.15269, 4.66853]],
  "forces_ev_per_a": [[-1.2, 0.2, 0.0], [-0.2, 0.4, -0.7], [0.9, -1.9, -0.1], [-0.7, 0.2, -0.1], [0.1, 0.4, 0.9], [-0.1, 0.8, -0.3], [-0.5, -0.1, 0.1], [0.2, 0.3, -0.1], [0.3, -0.3, -0.1], [-0.1, -0.2, 0.1], [-0.4, -0.1, 0.1], [0.4, 0.4, 0.0], [0.4, 0.3, -0.4], [-1.2, 0.7, 0.1], [0.4, -0.4, -0.2], [-0.1, 0.0, 0.0], [0.0, 0.1, 0.0], [0.0, 0.0, 0.0], [0.3, -0.3, 0.1], [0.2, -0.1, -0.2], [-0.2, -0.1, 0.0], [0.1, 0.1, 0.0], [0.0, -0.2, 0.1], [0.1, 0.1, 0.2], [0.0, 0.1, -0.2], [0.1, -0.2, 0.0], [0.1, 0.1, -0.1], [-0.1, -0.1, 0.0], [0.2, -0.1, 0.0], [0.1, 0.0, -0.1], [0.0, 0.1, 0.0], [0.0, 0.0, 0.0], [0.0, 0.0, 0.1], [-0.1, 0.0, 0.1], [-0.1, 0.0, 0.0], [0.0, 0.1, -0.1], [0.0, -0.1, 0.0], [0.1, 0.0, 0.2], [-2.1, 0.0, -2.9], [0.3, -0.1, 0.4], [0.2, -0.1, 0.2], [1.7, 0.8, 1.3], [0.0, 0.1, 0.1], [-0.1, 0.0, -0.2], [-0.1, 0.2, 0.2], [0.1, -0.1, 0.1], [0.0, -0.1, 0.2], [0.0, -0.1, 0.1], [0.1, 0.0, 0.0], [0.3, -0.1, -0.1], [-0.2, 0.2, -0.4], [1.2, 0.1, -0.5], [-1.0, -6.4, 4.9], [-0.8, 0.2, -0.9], [-0.3, 1.2, -0.4], [0.2, 1.3, -1.3], [0.4, 1.1, 0.3], [1.5, 1.3, -0.4], [-0.3, 0.0, 0.0], [0.1, -0.1, -1.0], [0.0, 0.1, 0.6], [0.2, -0.1, -0.1], [0.0, 0.0, 0.1], [0.0, 0.0, 0.0], [0.0, -0.1, 0.2], [-0.1, 0.1, -0.1], [-0.1, 0.0, -0.1], [-0.1, 0.0, 0.0], [0.0, 0.0, 0.1], [0.1, 0.1, 0.0], [0.0, 0.0, -0.1]],
  "s2": 3.859,
  "homo_ha": [-0.3067, -0.3105],
  "lumo_energy_ha": [-0.081, -0.107],
  "multiplicity": 4,
  "total_charge": 0
}

=====

{
  "formula": "C3H4O",
  "method": "ωB97M-V/def2-TZVPD",
  "species": ["C", "C", "C", "O", "H", "H", "H", "H"],
  "xyz": [[-1.26007, 0.06822, 0.66238], [-0.60840, -0.14475, -0.48120], [1.58871, -0.06869, -0.27902], [2.26794, -0.72699, 0.38441], [-2.28370, 0.08119, 0.61393], [-0.68861, 0.32393, 1.58226], [-0.92310, -0.37469, -1.51256], [1.90724, 0.84178, -0.97019]],
  "forces_ev_per_a": [[3.3, 0.2, -1.0], [3.5, -0.2, 1.1], [-3.7, 2.5, -2.6], [0.5, -0.8, 0.8], [-2.5, 0.1, 0.4], [-0.8, -0.4, -0.7], [0.0, 0.2, 0.8], [-0.2, -1.5, 1.1]],
  "homo_ha": -0.3197,
  "lumo_energy_ha": 0.041,
  "total_charge": 0
}